# 1
Formula: C5H4InO2
Source: the Open Molecules 2025 dataset
Level of theory: the ωB97M-V functional and the def2-TZVPD basis

Last column: Mulliken charge in e.
Positions of all 12 atoms, in Å:
O 2.25 0.31 1.27  -0.067
C 1.56 0.77 0.16  -0.201
H 1.79 -0.35 1.80  0.422
H 2.25 0.30 -0.73  0.369
H 1.39 1.86 0.24  0.419
C 0.34 0.19 -0.42  0.253
C -0.91 0.34 0.36  -0.111
H -1.30 1.02 1.13  0.416
C 0.10 -1.18 -0.53  -0.189
C -1.43 -0.78 -0.33  0.748
O -2.48 -1.23 -0.77  -0.311
In -3.57 -1.25 -2.18  1.252

Properties
M	210.903	g mol⁻¹
calculated total energy	-14471.8214	eV
HOMO-LUMO gap (alpha / beta)	5.50 / 5.83	eV
HOMO level (alpha / beta)	-0.8349 / -0.8537	Eh
LUMO (alpha / beta)	-17.2 / -17.4	eV
2S+1	1
total charge	+3

=====

# 2
Formula: C9H20N5O
Source: the Open Molecules 2025 dataset
Level of theory: the ωB97M-V functional and the def2-TZVPD basis

Last column: Mulliken charge in e.
Positions of all 35 atoms, in Å:
C 1.50 -1.42 -1.92  -0.226
C -2.45 1.14 -0.25  0.510
C 2.09 0.09 2.45  -0.696
C 1.14 -1.12 2.35  -0.727
C 2.44 0.64 1.07  -0.683
C -0.15 -0.59 1.63  -0.983
C 1.17 0.94 0.33  -1.050
C -0.77 -1.52 -2.88  -1.612
C 0.21 -0.73 -2.05  0.566
N -2.03 -0.02 -0.73  -0.430
N 0.30 -0.23 0.29  1.133
N -1.67 2.22 -0.59  -0.376
N -3.58 1.35 0.53  -0.454
N -0.39 -0.70 -0.70  -0.546
O 2.26 -1.49 -1.00  -0.342
H 1.90 -1.96 -2.91  0.231
H 1.62 0.80 3.19  0.288
H 3.02 -0.23 3.01  0.347
H 1.56 -1.71 1.62  0.400
H 0.93 -1.57 3.35  0.382
H 2.99 1.57 1.16  0.397
H 3.11 -0.02 0.57  0.329
H -0.78 -1.43 1.49  0.488
H -0.52 0.24 2.18  0.394
H 0.76 1.70 0.92  0.443
H 1.30 1.18 -0.71  0.552
H -0.38 -1.50 -3.93  0.392
H -0.63 -2.58 -2.59  0.393
H -1.72 -1.19 -2.65  0.480
H 0.44 0.34 -2.55  0.282
H -2.55 -0.74 -0.33  0.183
H -1.18 2.23 -1.50  0.246
H -1.79 3.23 -0.25  0.231
H -3.84 2.28 1.03  0.239
H -4.32 0.78 0.36  0.221

Properties
M	214.293	g mol⁻¹
calculated total energy	-19145.5385	eV
HOMO-LUMO gap	8.82	eV
HOMO level	-0.4472	Eh
LUMO	-3.4	eV
2S+1	1
total charge	+1

=====

# 3
Formula: C41H57BrIrN3O2PSSi
Source: the Open Molecules 2025 dataset
Level of theory: the ωB97M-V functional and the def2-TZVPD basis

Last column: Mulliken charge in e.
Positions of all 108 atoms, in Å:
Ir -0.29 0.17 0.94  2.739
O -2.45 0.38 4.51  -0.686
C -2.39 0.04 3.35  0.053
O -1.39 0.41 2.59  0.327
C -3.46 -0.83 2.74  0.242
C -4.57 -1.06 3.56  -0.887
C -5.60 -1.89 3.16  -0.696
C -5.52 -2.53 1.93  -0.713
C -4.43 -2.32 1.11  -0.551
C -3.40 -1.45 1.49  0.193
P -2.07 -1.32 0.25  1.314
C -1.53 -3.04 0.08  0.692
C -1.43 -3.72 -1.13  -0.471
C -0.97 -5.03 -1.15  -0.505
C -0.63 -5.67 0.03  -0.771
C -0.75 -5.00 1.24  -0.561
C -1.21 -3.70 1.26  -0.749
C -2.90 -0.76 -1.26  1.186
C -2.23 -0.90 -2.48  0.032
C -2.83 -0.50 -3.66  -1.080
C -4.09 0.09 -3.63  -0.908
C -4.73 0.28 -2.41  -0.870
C -4.15 -0.15 -1.23  -0.951
H -4.59 -0.57 4.52  0.543
H -6.45 -2.05 3.81  0.429
H -6.31 -3.19 1.61  0.479
H -4.38 -2.82 0.15  0.469
H -1.70 -3.25 -2.06  0.450
H -0.90 -5.56 -2.09  0.494
H -0.27 -6.69 0.01  0.417
H -0.51 -5.50 2.17  0.506
H -1.33 -3.19 2.22  0.320
H -1.23 -1.31 -2.55  -0.337
H -2.31 -0.67 -4.59  0.561
H -4.57 0.40 -4.54  0.427
H -5.70 0.76 -2.38  0.460
H -4.67 0.00 -0.29  0.478
C 2.99 -3.62 -3.47  -1.309
C 1.50 -3.57 -3.75  0.556
N 1.15 -2.48 -4.64  -0.083
C 0.55 -1.38 -4.19  -0.292
S 0.45 0.13 -1.05  -0.603
N 0.43 -0.42 -5.10  -0.027
C -0.02 0.93 -4.79  0.099
C 1.13 1.92 -4.85  -1.243
H 3.22 -4.41 -2.75  0.318
H 3.33 -2.66 -3.06  0.233
H 3.56 -3.82 -4.37  0.434
H 0.93 -3.41 -2.84  -0.584
H 1.16 -4.52 -4.18  0.334
H 1.52 -2.54 -5.59  0.263
H 0.81 -0.53 -6.04  0.244
H -0.45 0.90 -3.79  -0.090
H -0.81 1.22 -5.48  0.367
H 1.93 1.61 -4.17  0.163
H 0.80 2.92 -4.58  0.309
H 1.55 1.97 -5.86  0.509
Br 2.12 -2.64 -0.15  -0.015
C 1.89 -2.36 1.70  0.267
C 2.72 -3.11 2.53  -0.912
C 2.53 -3.02 3.90  -0.799
C 1.51 -2.21 4.38  -1.151
C 0.75 -1.50 3.47  -0.548
N 0.94 -1.55 2.14  0.413
H 3.48 -3.74 2.10  0.546
H 3.17 -3.58 4.57  0.446
H 1.31 -2.12 5.43  0.568
H -0.05 -0.87 3.82  0.527
C 1.15 1.84 3.90  -1.126
C 0.94 2.93 2.84  3.179
C -0.48 3.47 3.08  -1.818
C 1.93 4.07 3.15  -2.002
Si 1.22 2.37 0.99  -3.755
C 3.10 2.07 0.59  3.267
C 3.82 3.42 0.43  -1.715
C 3.76 1.29 1.74  -1.940
C 3.40 1.27 -0.69  -2.057
C 0.36 3.57 -0.25  3.396
C 0.62 5.04 0.11  -1.741
C -1.16 3.32 -0.27  -1.550
C 0.87 3.40 -1.69  -2.007
H 1.22 2.32 4.88  0.658
H 2.05 1.25 3.76  0.205
H 0.29 1.17 3.94  -0.230
H -0.58 3.71 4.14  0.584
H -1.25 2.73 2.86  -0.019
H -0.70 4.38 2.52  0.421
H 1.64 4.50 4.11  0.614
H 1.92 4.87 2.42  0.342
H 2.95 3.71 3.26  0.388
H 3.78 4.05 1.32  0.284
H 3.43 3.99 -0.41  0.317
H 4.87 3.22 0.22  0.606
H 3.73 1.82 2.69  0.341
H 4.82 1.13 1.50  0.634
H 3.30 0.30 1.88  0.246
H 3.16 1.83 -1.59  0.288
H 2.89 0.31 -0.73  0.288
H 4.47 1.06 -0.71  0.652
H 0.18 5.34 1.07  0.337
H 0.15 5.67 -0.66  0.584
H 1.68 5.29 0.13  0.348
H -1.62 3.46 0.71  0.267
H -1.40 2.31 -0.62  0.189
H -1.63 4.02 -0.96  0.600
H 1.91 3.69 -1.81  0.337
H 0.27 4.05 -2.34  0.719
H 0.76 2.38 -2.07  -0.148

Properties
M	987.174	g mol⁻¹
calculated total energy	-152884.4493	eV
HOMO-LUMO gap (alpha / beta)	7.90 / 5.85	eV
HOMO level (alpha / beta)	-0.3736 / -0.3900	Eh
LUMO (alpha / beta)	-2.3 / -4.8	eV
2S+1	5
total charge	+1

=====

# 4
Formula: C7H14BClO2
Source: the Open Molecules 2025 dataset
Level of theory: the ωB97M-V functional and the def2-TZVPD basis

Last column: Mulliken charge in e.
Positions of all 25 atoms, in Å:
C 4.05 0.07 0.11  -0.668
C 3.55 1.45 -0.66  0.553
O 4.29 2.04 -1.64  -0.528
O 2.25 2.04 -0.22  -0.307
C 1.18 1.37 -1.02  -0.369
C -0.30 1.54 -0.25  -0.433
C -0.84 0.03 0.04  -0.643
C -2.37 -0.06 0.64  -0.463
C -2.60 -1.66 1.07  -0.500
B -3.88 -2.35 0.31  0.294
Cl -3.53 -3.59 -1.08  -0.242
H 4.58 0.41 1.11  0.255
H 4.80 -0.58 -0.51  0.288
H 3.12 -0.61 0.43  0.214
H 1.16 1.74 -2.13  0.241
H 1.46 0.21 -0.99  0.246
H -1.05 2.21 -0.85  0.314
H -0.03 2.10 0.77  0.246
H -0.14 -0.48 0.86  0.259
H -0.74 -0.63 -0.96  0.311
H -3.21 0.32 -0.12  0.281
H -2.49 0.66 1.59  0.256
H -1.63 -2.26 0.71  0.204
H -2.61 -1.78 2.25  0.227
H -5.02 -2.17 0.55  -0.037

Properties
M	176.452	g mol⁻¹
calculated total energy	-24775.9107	eV
HOMO-LUMO gap	10.40	eV
HOMO level	-0.3811	Eh
LUMO	0.0	eV
2S+1	1

=====

# 5
Formula: C32H30N3O7RhSb
Source: the Open Molecules 2025 dataset
Level of theory: the ωB97M-V functional and the def2-TZVPD basis

Last column: Mulliken charge in e.
Positions of all 74 atoms, in Å:
Rh 1.74 -1.03 -0.28  -0.182
N 2.81 1.12 -0.02  -0.097
C 4.20 1.04 -0.51  -0.467
C 4.80 -0.35 -0.35  0.297
O 6.00 -0.52 -0.55  -0.650
N 3.90 -1.31 -0.02  0.297
C 4.21 -2.64 -0.22  -0.785
C 3.50 -3.07 -1.71  0.586
O 4.05 -4.01 -2.21  -0.605
O 2.54 -2.33 -2.01  -0.430
H 2.36 1.96 -0.35  0.219
H 2.81 1.15 1.00  0.091
H 4.86 1.77 -0.04  0.387
H 4.20 1.25 -1.58  0.210
H 3.71 -3.30 0.49  0.280
H 5.27 -2.85 -0.32  0.448
O -0.60 -2.86 6.19  -0.710
C 0.58 -2.52 6.07  0.339
O 1.51 -2.34 6.88  -0.725
C 1.01 -2.26 4.57  0.124
C 2.00 -1.33 4.28  -1.068
C 2.29 -1.04 2.96  -0.616
N 1.64 -1.62 1.95  0.998
C 0.74 -2.56 2.22  0.365
C 0.39 -2.91 3.51  -0.553
C 0.05 -3.23 1.01  0.199
O -0.52 -4.29 1.19  -0.722
O 0.13 -2.55 -0.08  -0.695
H 2.54 -0.85 5.09  0.486
H 3.07 -0.33 2.70  0.395
H -0.38 -3.66 3.68  0.560
C 1.47 1.47 -3.42  -1.350
C 0.38 2.42 -3.00  0.961
C 0.31 3.66 -3.63  -0.643
C -0.70 4.56 -3.36  -0.607
C -1.67 4.24 -2.42  -1.080
C -1.60 3.01 -1.77  -0.030
C -0.59 2.10 -2.05  0.316
Sb -0.57 0.19 -0.98  1.684
C -2.37 -0.56 -1.91  0.538
C -2.06 -1.52 -2.88  -1.071
C -3.05 -2.08 -3.68  -0.794
C -4.36 -1.68 -3.51  -0.656
C -4.67 -0.74 -2.54  -0.549
C -3.70 -0.16 -1.73  1.321
C -4.17 0.85 -0.72  -1.409
C -1.06 1.06 0.94  0.990
C -0.39 2.24 1.25  -0.946
C -0.49 2.82 2.51  -0.922
C -1.27 2.20 3.48  -0.751
C -1.93 1.02 3.18  -0.683
C -1.83 0.42 1.92  1.196
C -2.54 -0.88 1.67  -1.211
H 1.17 0.93 -4.32  0.348
H 1.70 0.72 -2.66  -0.198
H 2.39 2.01 -3.65  0.457
H 1.07 3.92 -4.37  0.423
H -0.73 5.52 -3.86  0.386
H -2.47 4.93 -2.19  0.447
H -2.34 2.78 -1.02  0.357
H -1.04 -1.85 -2.99  0.353
H -2.79 -2.83 -4.41  0.438
H -5.15 -2.11 -4.12  0.365
H -5.71 -0.43 -2.41  0.423
H -4.94 0.41 -0.08  0.497
H -4.61 1.71 -1.22  0.501
H -3.36 1.20 -0.08  -0.292
H 0.22 2.73 0.50  0.435
H 0.04 3.74 2.73  0.436
H -1.36 2.63 4.46  0.385
H -2.52 0.53 3.94  0.448
H -3.40 -0.98 2.33  0.573
H -1.87 -1.71 1.89  0.023
H -2.86 -0.98 0.64  -0.082

Properties
M	793.272	g mol⁻¹
calculated total energy	-62020.0492	eV
HOMO-LUMO gap (alpha / beta)	7.20 / 4.82	eV
HOMO level (alpha / beta)	-0.1958 / -0.1959	Eh
LUMO (alpha / beta)	1.9 / -0.5	eV
2S+1	5
total charge	-1

=====

# 6
Formula: CH4NO2SSi
Source: the Open Molecules 2025 dataset
Level of theory: the ωB97M-V functional and the def2-TZVPD basis

Last column: Mulliken charge in e.
Positions of all 10 atoms, in Å:
C -2.21 -1.26 0.03  0.573
N 1.36 -0.59 0.21  -0.738
O -1.36 -1.79 0.71  -0.662
O -2.92 -1.64 -0.93  -0.492
Si -3.04 0.42 -0.29  0.229
S -4.70 0.94 0.71  -0.543
H 0.47 -0.65 0.71  0.318
H 1.28 -1.35 -0.34  0.240
H -2.97 1.03 -1.53  -0.122
H 2.14 -0.86 0.85  0.197

Properties
M	122.201	g mol⁻¹
calculated total energy	-25401.9998	eV
HOMO-LUMO gap	7.77	eV
HOMO level	-0.1493	Eh
LUMO	3.7	eV
2S+1	1
total charge	-1

=====

# 7
Formula: H4O2
Source: the Open Molecules 2025 dataset
Level of theory: the ωB97M-V functional and the def2-TZVPD basis

Last column: Mulliken charge in e.
Positions of all 6 atoms, in Å:
H -0.07 -0.99 1.95  0.325
H 0.35 0.52 1.44  0.318
H -0.12 0.80 -1.31  0.313
H -0.28 -0.56 -2.04  0.324
O 0.44 -0.18 2.16  -0.642
O -0.31 0.41 -2.20  -0.638

Properties
M	36.030	g mol⁻¹
calculated total energy	-4159.5732	eV
HOMO-LUMO gap	12.12	eV
HOMO level	-0.4341	Eh
LUMO	0.3	eV
2S+1	1

=====

# 8
Formula: ClH3NO2P
Source: the Open Molecules 2025 dataset
Level of theory: the ωB97M-V functional and the def2-TZVPD basis

Last column: Mulliken charge in e.
Positions of all 8 atoms, in Å:
N -1.58 0.99 1.07  -0.307
O -0.58 -0.84 -0.82  -0.468
O -2.48 0.04 0.56  -0.281
P -1.98 -1.19 -0.56  0.513
Cl 2.39 -1.77 -0.92  -0.288
H -1.86 1.19 2.01  0.244
H -0.72 0.68 0.65  0.285
H 1.07 -1.78 -0.94  0.301

Properties
M	115.456	g mol⁻¹
calculated total energy	-27443.8675	eV
HOMO-LUMO gap	8.66	eV
HOMO level	-0.3518	Eh
LUMO	-0.9	eV
2S+1	1

=====

# 9
Formula: C8H12
Source: the Open Molecules 2025 dataset
Level of theory: the ωB97M-V functional and the def2-TZVPD basis

Last column: Mulliken charge in e.
Positions of all 20 atoms, in Å:
C -2.43 -0.80 0.02  -0.500
C -1.90 0.52 -0.36  -0.249
C -1.11 1.20 0.73  -0.692
C 0.07 0.36 1.03  -0.602
C -1.51 -0.84 -0.91  -0.189
C 1.95 -1.18 0.53  -1.339
C 1.47 0.64 -1.12  -1.218
C 1.02 -0.03 0.14  1.035
H -3.03 -1.36 0.76  0.348
H -2.56 1.21 -1.03  0.290
H -1.79 1.36 1.64  0.315
H -0.90 2.29 0.50  0.360
H -0.14 -0.34 1.90  0.091
H -0.75 -1.43 -1.47  0.362
H 1.49 -1.60 1.38  0.398
H 2.95 -0.73 0.92  0.280
H 2.33 -1.74 -0.38  0.320
H 1.48 -0.02 -1.99  0.333
H 0.84 1.51 -1.41  0.292
H 2.52 1.00 -0.90  0.364

Properties
M	108.184	g mol⁻¹
calculated total energy	-8486.3755	eV
HOMO-LUMO gap	9.74	eV
HOMO level	-0.3191	Eh
LUMO	1.1	eV
2S+1	1

=====

# 10
Formula: C40H44BrClFIN4O8P2Sn
Source: the Open Molecules 2025 dataset
Level of theory: the ωB97M-V functional and the def2-TZVPD basis

Last column: Mulliken charge in e.
Positions of all 103 atoms, in Å:
Sn 3.07 -2.10 -2.09  0.650
O 3.02 3.56 4.14  -0.825
C 2.19 3.50 3.24  0.092
O 2.17 2.73 2.24  -0.296
C 1.05 4.54 3.30  -0.078
C 1.26 5.69 4.07  -0.688
C 0.32 6.73 4.17  -0.777
C -0.98 6.54 3.59  -0.729
C -1.16 5.39 2.82  -0.760
C -0.16 4.48 2.62  0.948
P -0.36 3.10 1.38  0.350
C -2.14 3.34 0.98  0.022
C -2.95 2.55 1.80  -0.211
C -4.31 2.64 1.82  -0.642
C -4.94 3.51 0.96  -0.325
C -4.18 4.31 0.10  -0.735
C -2.80 4.20 0.07  -0.006
C 0.55 3.70 -0.05  0.476
C 0.57 2.86 -1.15  -0.104
C 1.42 3.16 -2.27  -1.037
C 2.26 4.26 -2.19  -0.367
C 2.24 5.11 -1.10  -0.748
C 1.36 4.79 -0.06  -0.212
H 2.19 5.78 4.58  0.509
H 0.55 7.61 4.74  0.382
H -1.68 7.34 3.63  0.422
H -2.13 5.30 2.40  0.327
H -2.45 1.78 2.41  0.311
H -4.93 2.04 2.46  0.435
H -6.06 3.42 0.96  0.271
H -4.72 4.84 -0.66  0.368
H -2.14 4.70 -0.62  0.472
H 0.01 1.96 -1.19  0.363
H 1.52 2.39 -2.99  0.625
H 3.07 4.35 -2.88  0.335
H 2.78 6.08 -1.02  0.332
H 1.39 5.35 0.86  0.324
N -1.21 -3.13 -1.59  -0.333
C -1.22 -2.11 -0.53  0.583
C -2.34 -0.96 -0.64  1.256
C -3.53 -1.14 0.31  -0.272
C -4.77 -1.81 -0.35  -1.030
N -4.56 -3.04 -1.08  -0.639
H -1.29 -4.11 -1.33  0.050
H -0.36 -3.04 -2.12  0.256
H -0.28 -1.67 -0.40  -0.565
H -1.44 -2.62 0.42  0.136
H -2.77 -0.82 -1.66  0.095
H -1.89 0.01 -0.43  -0.954
H -3.87 -0.16 0.70  -0.133
H -3.12 -1.68 1.21  0.387
H -5.18 -1.08 -1.01  0.409
H -5.66 -1.93 0.37  0.369
H -4.11 -3.75 -0.46  0.258
H -3.86 -3.00 -1.75  0.341
Br -3.14 0.48 -8.04  -0.231
C -1.88 -0.16 -6.77  0.475
C -0.56 0.18 -7.01  -0.366
C 0.32 -0.13 -6.04  -0.623
C -0.05 -0.86 -4.89  -0.681
C -1.41 -0.96 -4.59  0.352
C -2.29 -0.58 -5.55  -0.491
I -4.34 -0.96 -5.20  0.067
H -0.25 0.59 -7.96  0.387
H 1.42 -0.01 -6.20  0.356
H 0.67 -1.17 -4.15  0.353
H -1.66 -1.56 -3.78  0.288
F 3.46 -0.20 -2.92  -0.681
C 1.51 0.00 0.84  0.502
P 3.14 -0.44 0.03  0.947
C 3.91 1.18 -0.33  -1.064
C 4.04 -0.97 1.49  -1.224
H 1.29 -0.82 1.52  0.630
H 0.73 0.01 0.06  -0.832
H 1.69 0.95 1.34  -0.311
H 3.83 1.81 0.55  0.379
H 3.32 1.60 -1.15  0.016
H 4.87 0.91 -0.70  0.600
H 4.07 -0.16 2.23  0.410
H 5.04 -1.33 1.26  0.340
H 3.49 -1.84 1.88  0.252
Cl 6.38 -3.23 -2.60  -0.286
C 5.26 -2.47 -1.52  -0.358
H 5.45 -2.97 -0.57  0.188
H 5.41 -1.40 -1.37  0.075
O 3.90 -4.32 1.20  -0.716
C 2.73 -4.14 0.83  -0.071
O 2.24 -3.48 -0.14  -0.519
C 1.70 -4.89 1.58  -0.006
C 1.91 -5.27 2.88  -0.337
C 0.88 -6.00 3.55  -0.313
C -0.30 -6.31 2.86  -0.384
C -0.45 -5.95 1.53  -0.585
C 0.52 -5.17 0.93  0.431
N -1.57 -6.33 0.75  1.120
O -2.50 -6.88 1.30  -0.645
O -1.56 -6.01 -0.42  -0.684
N 1.01 -6.36 4.96  0.983
O 1.95 -6.02 5.60  -0.598
O 0.07 -7.00 5.46  -0.638
H 2.94 -5.10 3.28  0.485
H -0.95 -6.95 3.36  0.631
H 0.32 -4.86 -0.09  0.692

Properties
M	1150.730	g mol⁻¹
calculated total energy	-182323.8817	eV
HOMO-LUMO gap	5.44	eV
HOMO level	-0.1076	Eh
LUMO	2.5	eV
2S+1	1
total charge	-2

=====

What is the calculated total energy in the eighth record?
-27443.8675 eV

=====

Which value of 2S+1 does entry 4 give?
1